# 1
Computed, not measured: a structure of composition C9H12OSe, with ωB97M-V/def2-TZVPD.

Last column: Löwdin charge in e.
Positions of all 23 atoms, in Å:
C (2.523, -2.304, -0.955)  -0.10
C (1.599, -2.173, -1.978)  -0.10
C (2.752, -1.239, -0.096)  -0.10
C (0.901, -0.990, -2.140)  -0.15
C (2.067, -0.051, -0.259)  -0.15
C (1.132, 0.075, -1.281)  -0.66
C (-2.928, 0.451, 1.826)  -0.09
C (-2.131, 0.804, 0.566)  -0.27
C (-0.927, 1.624, 0.880)  -0.32
O (-1.168, 2.892, 1.220)  0.02
Se (0.163, 1.715, -1.523)  0.77
H (3.071, -3.225, -0.829)  0.10
H (1.414, -2.999, -2.651)  0.10
H (3.477, -1.335, 0.701)  0.10
H (0.180, -0.888, -2.938)  0.09
H (2.260, 0.786, 0.397)  0.09
H (-3.789, -0.144, 1.548)  0.07
H (-3.273, 1.350, 2.321)  0.07
H (-2.322, -0.125, 2.518)  0.08
H (-1.813, -0.109, 0.065)  0.11
H (-2.765, 1.376, -0.113)  0.11
H (-0.070, 1.130, 1.327)  0.10
H (-0.353, 3.378, 1.396)  0.12

Force components x, y, z for each atom (eV/Å):
0.1 0.0 0.0
0.0 -0.2 -0.1
0.1 -0.1 0.1
0.0 -0.1 0.0
-0.1 0.0 0.0
-0.3 0.6 0.0
0.2 0.1 -0.1
-0.2 0.1 0.2
0.8 0.0 -2.2
-0.2 -0.1 0.1
-0.5 -0.2 1.8
0.0 -0.1 0.0
0.0 0.0 0.0
0.1 0.0 0.0
-0.1 0.0 0.0
0.0 0.1 0.0
-0.2 -0.1 0.0
-0.1 0.1 0.2
0.1 -0.1 0.2
0.1 0.1 -0.1
0.1 -0.1 -0.1
0.1 0.1 0.0
0.1 -0.1 0.0

- HOMO-LUMO gap (spin up / spin down) (eV) = 7.59 / 7.59
- ΔE to the lowest compared entry with this formula, charge and spin (eV) = 0.000
- calculated total energy (Eh) = -2826.7573
- molar mass (g/mol) = 215.154



# 2
Computed, not measured: an isolated molecule of C9H12S, with ωB97M-V/def2-TZVPD.

Last column: Löwdin charge in e.
Positions of all 22 atoms, in Å:
C (1.420, -0.651, 0.037)  -0.04
C (0.189, -2.346, -0.920)  -0.11
C (0.260, 1.904, 1.390)  -0.13
C (0.144, -0.278, -0.047)  -0.28
C (-0.573, -1.290, -0.698)  -0.45
C (-2.435, -2.135, -2.485)  -0.34
C (1.536, -2.061, -0.434)  -0.17
C (-0.570, 0.905, 0.606)  -0.19
C (-0.315, 3.266, 1.384)  -0.14
S (-2.245, -0.858, -1.338)  0.91
H (2.217, -0.161, 0.578)  0.11
H (0.049, -3.313, -1.061)  0.07
H (1.311, 1.749, 1.690)  0.10
H (-3.313, -2.269, -2.956)  -0.06
H (-1.792, -3.013, -2.325)  0.01
H (2.290, -2.339, -1.141)  0.12
H (1.688, -2.622, 0.544)  0.16
H (-1.391, 0.524, 1.171)  0.10
H (-1.187, 1.435, -0.127)  0.09
H (-1.234, 3.253, 0.760)  0.08
H (-0.472, 3.437, 2.493)  0.09
H (0.471, 3.939, 0.989)  0.08

Force components x, y, z for each atom (eV/Å):
1.1 0.1 0.5
0.9 1.8 0.9
-0.2 -1.1 -1.3
0.3 2.7 1.6
-3.2 -0.1 -1.9
3.2 -0.1 2.3
0.1 0.4 2.1
1.5 0.0 -0.7
0.7 -0.3 1.2
1.1 -1.2 0.1
-0.1 0.2 -0.2
-1.6 -4.0 -1.7
-0.8 -0.1 -0.2
-2.9 -0.1 -1.5
-0.4 0.6 -0.3
0.7 0.0 -0.3
0.1 0.2 -1.1
-0.5 -0.7 1.2
0.5 0.2 -0.5
0.5 0.6 0.7
-0.4 0.8 -1.3
-0.7 0.2 0.3

- HOMO-LUMO gap (spin up / spin down) (eV) = 8.07 / 7.62
- ΔE to the lowest compared entry with this formula, charge and spin (eV) = 3.323
- calculated total energy (Eh) = -748.1178
- molar mass (g/mol) = 152.262



# 3
Computed, not measured: a cluster of 2 separate species, C9H13ClIO4P in total, with ωB97M-V/def2-TZVPD.

Last column: Löwdin charge in e.
Positions of all 29 atoms, in Å:
C (1.647, 3.228, 1.493)  -0.08
C (1.106, 2.429, 0.311)  -0.26
C (-0.320, 1.995, 0.548)  -0.72
Cl (-0.916, 1.019, -0.863)  0.66
O (-1.137, 3.122, 0.699)  -0.26
P (-2.451, 3.131, 1.635)  0.18
O (-2.193, 3.405, 3.040)  -0.24
O (-3.159, 1.745, 1.364)  -0.09
O (-3.369, 4.170, 0.849)  -0.80
I (-2.703, 6.053, 0.890)  1.00
H (1.001, 4.074, 1.722)  0.07
H (1.719, 2.606, 2.387)  0.08
H (2.643, 3.607, 1.267)  0.08
H (1.142, 3.010, -0.613)  0.12
H (1.699, 1.525, 0.155)  0.11
H (-0.415, 1.326, 1.405)  0.12
H (-3.164, 1.469, 0.437)  0.06
C (0.510, -2.634, -1.224)  -0.10
C (-0.316, -3.561, -0.603)  -0.10
C (-0.087, -4.919, -0.772)  -0.10
C (0.969, -5.351, -1.564)  -0.10
C (1.795, -4.425, -2.185)  -0.10
C (1.566, -3.066, -2.015)  -0.10
H (0.328, -1.575, -1.090)  0.05
H (-1.139, -3.224, 0.014)  0.10
H (-0.731, -5.642, -0.288)  0.10
H (1.148, -6.411, -1.696)  0.10
H (2.618, -4.762, -2.802)  0.10
H (2.209, -2.344, -2.501)  0.10

Force components x, y, z for each atom (eV/Å):
0.0 0.0 0.0
0.0 -0.1 0.0
0.0 0.0 0.2
0.0 0.0 0.0
-0.2 0.0 -0.1
0.1 -0.1 -0.1
0.0 -0.1 0.0
-0.1 0.0 0.1
0.3 0.2 0.1
-0.2 -0.1 -0.1
0.0 0.0 0.0
0.0 0.0 0.0
0.0 0.0 0.0
0.0 0.0 0.0
0.0 0.0 0.0
0.0 0.0 0.0
0.0 0.0 0.0
0.0 0.0 0.0
0.0 0.0 0.0
0.0 0.0 0.0
0.0 0.0 0.0
0.0 0.0 0.0
0.0 0.0 0.0
0.0 0.0 0.0
0.0 0.0 0.0
0.0 0.0 0.0
0.0 0.0 0.0
0.0 0.0 0.0
0.0 0.0 0.0

- HOMO-LUMO gap (eV) = 8.02
- calculated total energy (Eh) = -1751.0432
- molar mass (g/mol) = 378.530